(1)
Entry from OMol25: a molecular structure, C56H59BrCsN4OP2S2Sb (wB97M-V/def2-TZVPD).

As for the HOMO energy (alpha / beta): -0.0791 / -0.0205 hartree. As for the HOMO-LUMO gap (alpha / beta): 5.6 / 4.0 eV. The calculation puts the relative energy (zero: lowest compared OMol25 entry of this formula, charge and spin) at 0.0 kcal/mol. As for the LUMO energy (alpha / beta): 3.5 / 3.5 eV.

Structure (ORCA input):
```
! wB97M-V def2-TZVPD RIJCOSX def2/J DEFGRID3
* xyz -2 1
Cs 1.1227 0.4176 -1.3766
Br 5.7803 -3.2505 -5.3122
C 4.6015 -1.8676 -4.7305
C 5.1402 -0.6819 -4.1944
C 4.3126 0.3245 -3.7892
C 2.8737 0.2377 -3.8855
O 2.1398 1.1988 -3.5424
C 2.3638 -1.0167 -4.3959
C 0.9475 -1.2712 -4.5647
N -0.0029 -0.6120 -4.0166
C -1.3160 -0.8037 -4.4330
C -1.6716 -0.9605 -5.7509
C -3.0271 -1.0553 -6.1437
C -4.0290 -0.9647 -5.2252
C -3.7071 -0.7788 -3.8556
C -4.6997 -0.6377 -2.8545
C -4.3353 -0.4444 -1.5594
C -2.9550 -0.4192 -1.2487
N -2.0132 -0.5594 -2.1394
C -2.3613 -0.7133 -3.4488
C 3.2499 -2.0228 -4.8296
H 6.2145 -0.5765 -4.1045
H 4.7141 1.2443 -3.3806
H 0.7058 -2.1348 -5.2071
H -0.8903 -0.9626 -6.5007
H -3.2648 -1.1782 -7.1936
H -5.0704 -1.0144 -5.5210
H -5.7451 -0.6789 -3.1413
H -5.0663 -0.3252 -0.7710
H -2.6279 -0.2873 -0.2210
H 2.8379 -2.9417 -5.2341
C -3.5698 2.3112 1.0106
P -1.7718 2.1173 1.4096
C -1.3622 3.8804 1.7248
N -2.1180 4.5182 2.6538
C -1.8490 5.8425 2.8416
C -2.5553 6.5728 3.8110
C -2.3112 7.9238 4.0204
C -1.3499 8.5821 3.2559
C -0.6400 7.8819 2.2887
C -0.8613 6.5148 2.0627
N -0.1389 5.8593 1.1066
C -0.3868 4.5374 0.9686
P 0.5463 3.6351 -0.3466
C -0.1043 4.5231 -1.8315
C 2.3023 4.3210 -0.2705
C 2.8033 4.0670 1.1517
C 3.1295 3.4909 -1.2707
C 2.4727 5.7981 -0.6302
C -1.8968 1.3397 3.1189
C -3.1074 1.7549 3.9544
C -0.6113 1.6775 3.8751
C -1.9537 -0.1694 2.8637
H -4.0433 3.0199 1.6917
H -4.0796 1.3459 1.0686
H -3.6623 2.6802 -0.0129
H -3.2999 6.0390 4.3914
H -2.8675 8.4647 4.7778
H -1.1559 9.6369 3.4146
H 0.1132 8.3715 1.6811
H -0.1060 5.6029 -1.6739
H -1.1280 4.1876 -2.0079
H 0.4878 4.2717 -2.7138
H 2.6646 3.0238 1.4512
H 2.2761 4.7014 1.8669
H 3.8750 4.2921 1.2119
H 3.1481 2.4281 -1.0189
H 4.1645 3.8508 -1.2766
H 2.7361 3.5700 -2.2858
H 1.8052 6.4345 -0.0514
H 2.2855 5.9652 -1.6944
H 3.5126 6.0884 -0.4333
H -3.1878 2.8398 4.0227
H -3.0029 1.3362 4.9634
H -4.0365 1.3611 3.5328
H -0.5678 2.7449 4.0993
H 0.2871 1.4053 3.3123
H -0.5874 1.1269 4.8239
H -2.8583 -0.4581 2.3186
H -1.9561 -0.7185 3.8136
H -1.0912 -0.5019 2.2807
C 4.9702 -2.9865 1.0468
C 3.7604 -2.1102 0.8046
S 2.9301 -2.3033 -0.6471
C 3.3996 -1.1843 1.8161
C 4.2279 -1.1804 3.0834
S 2.1271 -0.0990 1.6777
H 5.1673 -3.6050 0.1748
H 4.8077 -3.6416 1.9090
H 5.8593 -2.3855 1.2627
H 5.2378 -0.8019 2.8898
H 4.3342 -2.1878 3.4949
H 3.7594 -0.5414 3.8278
C -4.6138 -4.4572 1.3752
C -3.6256 -4.4266 2.3484
C -2.3651 -3.9083 2.0587
C -2.0589 -3.4082 0.7934
C -3.0724 -3.4502 -0.1720
C -4.3317 -3.9653 0.1062
Sb -0.1007 -2.5631 0.1596
C 0.8670 -3.5084 1.8444
C 1.6497 -4.6557 1.7259
C 2.2680 -5.2178 2.8378
C 2.1162 -4.6375 4.0910
C 1.3470 -3.4894 4.2228
C 0.7344 -2.9303 3.1073
C 0.0949 -4.2354 -1.2002
C 0.6181 -3.9907 -2.4659
C 0.7128 -5.0001 -3.4178
C 0.2888 -6.2827 -3.1046
C -0.2275 -6.5474 -1.8399
C -0.3281 -5.5310 -0.8991
H -5.5942 -4.8596 1.6016
H -3.8326 -4.8083 3.3420
H -1.6156 -3.9021 2.8407
H -2.8735 -3.0919 -1.1783
H -5.0908 -3.9832 -0.6677
H 1.8031 -5.1063 0.7520
H 2.8779 -6.1064 2.7202
H 2.6014 -5.0720 4.9572
H 1.2354 -3.0135 5.1900
H 0.1575 -2.0212 3.2311
H 0.9832 -2.9989 -2.7039
H 1.1261 -4.7839 -4.3961
H 0.3631 -7.0755 -3.8396
H -0.5574 -7.5486 -1.5871
H -0.7507 -5.7493 0.0760
*
```

***

(2)
Entry from OMol25: a molecular structure, C56H70N5NaO4P3S (wB97M-V/def2-TZVPD).

As for the HOMO energy: -0.1485 hartree. As for the HOMO-LUMO gap: 5.5 eV. As for the LUMO energy: 1.5 eV.

Structure (ORCA input):
```
! wB97M-V def2-TZVPD RIJCOSX def2/J DEFGRID3
* xyz -1 1
Na 0.7828 0.3414 0.6364
C 2.6632 -2.1590 -3.9037
C 2.3970 -1.1420 -2.8219
O 2.2248 -1.7501 -1.6473
C 2.3406 0.1662 -3.1413
C 2.3551 1.4001 -2.3581
C 2.7244 2.6440 -3.1285
N 2.1886 1.4310 -1.0829
N 2.5226 2.6697 -0.5403
C 2.1111 2.8659 0.6908
O 1.2970 2.1855 1.3874
C 2.7216 4.0869 1.3280
C 2.8412 4.1454 2.7109
C 3.3987 5.2585 3.3242
C 3.8281 6.3332 2.5603
C 3.6976 6.2881 1.1767
C 3.1530 5.1705 0.5648
H 2.1124 -3.0770 -3.7014
H 3.7285 -2.4087 -3.9189
H 2.3872 -1.7838 -4.8886
H 2.4639 0.3349 -4.2056
H 2.8356 2.4328 -4.1922
H 3.6543 3.0543 -2.7317
H 1.9716 3.4229 -2.9902
H 2.4691 3.3212 3.3022
H 3.4804 5.2908 4.4033
H 4.2546 7.2066 3.0388
H 4.0236 7.1276 0.5740
H 3.0618 5.1098 -0.5114
C -2.4723 0.3206 1.2210
P -3.0563 1.1457 -0.3156
C -3.6761 -0.4019 -1.1437
N -4.7403 -0.9867 -0.6696
C -5.1410 -2.1562 -1.2428
C -6.2860 -2.8214 -0.7504
C -6.6763 -4.0049 -1.3099
C -5.9434 -4.5693 -2.3799
C -4.8354 -3.9386 -2.8705
C -4.4167 -2.7127 -2.3060
N -3.3157 -2.0865 -2.8041
C -2.9410 -0.9610 -2.2596
P -1.3597 -0.1720 -2.8434
C -0.6734 -1.5921 -3.7678
C -1.9612 0.8996 -4.2813
C -2.8006 0.1358 -5.3032
C -0.6975 1.4458 -4.9562
C -2.7717 2.0843 -3.7644
C -4.6333 2.0087 0.2443
C -5.5756 2.1606 -0.9542
C -4.1793 3.4144 0.6599
C -5.3760 1.3685 1.4154
H -1.9923 1.0343 1.8955
H -1.7387 -0.4532 0.9878
H -3.3000 -0.1764 1.7297
H -6.8249 -2.3685 0.0718
H -7.5507 -4.5206 -0.9343
H -6.2651 -5.5106 -2.8064
H -4.2494 -4.3466 -3.6837
H -1.4083 -2.0976 -4.3902
H -0.2789 -2.3034 -3.0443
H 0.1595 -1.2266 -4.3651
H -2.2298 -0.6526 -5.7933
H -3.1437 0.8277 -6.0798
H -3.6825 -0.3197 -4.8492
H -0.1304 0.6618 -5.4590
H -0.0379 1.9316 -4.2354
H -0.9825 2.1868 -5.7093
H -3.7172 1.7586 -3.3278
H -3.0075 2.7479 -4.6029
H -2.2278 2.6524 -3.0099
H -5.1006 2.7190 -1.7627
H -6.4616 2.7219 -0.6430
H -5.9074 1.1982 -1.3415
H -3.6359 3.9162 -0.1427
H -3.5281 3.3855 1.5338
H -5.0521 4.0226 0.9172
H -5.6543 0.3379 1.2026
H -6.2865 1.9425 1.6169
H -4.7745 1.3873 2.3263
C 1.4790 0.8424 4.9984
C 1.2358 -0.6466 4.8168
C 2.4642 -1.3147 4.2213
C -0.0291 -0.9285 3.9774
C -0.7483 -2.2170 4.4144
O -0.9091 -2.9748 3.2095
C -0.2993 -2.2601 2.2154
N 0.2092 -1.1430 2.5405
C -0.4058 -2.9099 0.8854
C -1.6213 -3.5836 0.6680
C -1.7931 -4.3665 -0.4533
C -0.7221 -4.5133 -1.3300
C 0.4532 -3.8167 -1.1121
C 0.6628 -2.9491 -0.0293
P 2.5429 -1.6474 0.0308
C 3.3696 -3.2448 0.4530
C 4.3884 -3.7805 -0.3260
C 4.9937 -4.9836 0.0177
C 4.6022 -5.6590 1.1626
C 3.5836 -5.1344 1.9506
C 2.9628 -3.9526 1.5830
C 4.2867 -0.8002 -0.2343
C 5.0352 -0.5259 -1.3781
C 6.2091 0.2169 -1.3282
C 6.6852 0.6999 -0.1191
C 5.9798 0.4107 1.0404
C 4.8082 -0.3264 0.9700
H 2.3325 1.0220 5.6558
H 0.6152 1.3525 5.4284
H 1.7016 1.3130 4.0395
H 1.0499 -1.0902 5.8035
H 2.6537 -0.9021 3.2325
H 2.3448 -2.3935 4.1082
H 3.3396 -1.1362 4.8488
H -0.6903 -0.0585 4.0546
H -1.7315 -2.0452 4.8543
H -0.1452 -2.8091 5.1065
H -2.4182 -3.5004 1.3978
H -2.7335 -4.8751 -0.6285
H -0.8172 -5.1632 -2.1944
H 1.2640 -3.9460 -1.8234
H 4.7233 -3.2421 -1.2042
H 5.7830 -5.3857 -0.6066
H 5.0813 -6.5903 1.4391
H 3.2615 -5.6563 2.8439
H 2.1363 -3.5767 2.1735
H 4.7125 -0.8906 -2.3437
H 6.7515 0.4231 -2.2445
H 7.5889 1.2956 -0.0802
H 6.3359 0.7707 1.9988
H 4.2747 -0.5375 1.8904
C -2.3370 3.4274 4.2614
S -0.6767 3.2380 3.5912
C -0.8109 4.3864 2.2182
O 0.2013 3.8909 4.6054
H -2.4522 4.4577 4.5981
H -2.4150 2.7479 5.1080
H -3.0926 3.1714 3.5189
H -1.4692 5.2182 2.4685
H -1.1462 3.8553 1.3281
H 0.2083 4.7335 2.0544
*
```

***

What did we get for max |F|? Answer: 0.030 0.014 Eh/bohr, in the order shown.
What did we get for molecular weight? Answer: 1264.77 1025.19 g mol⁻¹, in the order shown.